Record 1
{
  "formula": "C12H19Br3NO6PS",
  "method": "ωB97M-V with the def2-TZVPD basis set",
  "lumo_ha": -0.00415,
  "multiplicity": 1,
  "relative_energy_kcal_mol": 2.5,
  "energy_ha": -9436.46500,
  "elements": ["C", "C", "Br", "C", "Br", "P", "Br", "N", "C", "S", "H", "H", "H", "C", "C", "O", "C", "O", "O", "C", "H", "H", "H", "H", "H", "H", "H", "H", "C", "C", "O", "C", "O", "O", "C", "H", "H", "H", "H", "H", "H", "H", "H"],
  "coordinates": [[-6.38, 2.53, 4.26], [-6.15, 3.88, 3.66], [-7.62, 4.64, 2.75], [-5.00, 4.56, 3.72], [-3.51, 3.79, 4.61], [-4.74, 6.15, 2.90], [-3.64, 7.23, 4.49], [-3.39, 5.64, 1.88], [-3.54, 4.65, 1.22], [-3.73, 3.37, 0.36], [-5.55, 1.88, 3.99], [-6.40, 2.63, 5.35], [-7.30, 2.08, 3.90], [0.10, 3.13, -0.13], [-0.69, 2.28, -1.10], [0.10, 1.92, -2.25], [0.98, 0.94, -2.05], [1.14, 0.32, -1.03], [1.65, 0.74, -3.19], [2.68, -0.24, -3.10], [0.51, 4.01, -0.64], [-0.54, 3.47, 0.68], [0.93, 2.57, 0.30], [-1.52, 2.84, -1.51], [-1.08, 1.38, -0.62], [2.29, -1.18, -2.72], [3.49, 0.11, -2.47], [3.05, -0.39, -4.11], [2.18, -3.63, 0.04], [1.99, -4.15, -1.37], [3.24, -4.30, -2.06], [3.95, -5.37, -1.71], [3.63, -6.22, -0.92], [5.09, -5.36, -2.41], [5.98, -6.43, -2.11], [2.74, -2.70, 0.03], [1.21, -3.44, 0.50], [2.71, -4.35, 0.65], [1.42, -3.43, -1.96], [1.44, -5.09, -1.38], [5.48, -7.39, -2.22], [6.37, -6.33, -1.10], [6.79, -6.36, -2.83]]
}

---

Record 2
{
  "formula": "C12H19Cl2F3O3S3Sc",
  "method": "ωB97M-V with the def2-TZVPD basis set",
  "charge": -1,
  "lumo_ha": 0.08228,
  "multiplicity": 1,
  "relative_energy_kcal_mol": 28.7,
  "energy_ha": -3869.59262,
  "elements": ["Sc", "C", "C", "S", "C", "C", "S", "C", "C", "S", "H", "H", "H", "H", "H", "H", "H", "H", "H", "H", "H", "H", "F", "C", "F", "F", "C", "O", "C", "C", "H", "H", "H", "H", "H", "H", "Cl", "C", "Cl", "C", "O", "O", "H"],
  "coordinates": [[0.57, 0.80, -0.77], [-0.15, -2.25, -0.43], [-1.63, -2.40, -0.80], [-2.62, -0.87, -0.78], [-4.07, -1.35, 0.18], [-3.86, -1.60, 1.68], [-2.83, -0.34, 2.49], [-1.59, -1.39, 3.27], [-0.76, -2.27, 2.34], [0.21, -1.35, 1.11], [0.31, -3.24, -0.37], [0.40, -1.68, -1.19], [-1.69, -2.82, -1.80], [-2.12, -3.09, -0.11], [-4.74, -0.51, 0.03], [-4.52, -2.23, -0.28], [-4.83, -1.61, 2.18], [-3.39, -2.57, 1.85], [-0.93, -0.68, 3.78], [-2.07, -2.01, 4.02], [-0.05, -2.84, 2.93], [-1.39, -2.98, 1.80], [3.96, -0.13, -1.73], [2.63, -0.17, -1.67], [2.28, 1.18, -2.08], [2.41, 0.07, -0.15], [2.07, 3.34, 0.11], [0.84, 2.74, -0.24], [-0.09, 2.07, 0.74], [0.46, 2.05, 2.15], [2.76, 2.63, 0.58], [1.90, 4.17, 0.80], [2.52, 3.71, -0.81], [0.54, 3.06, 2.60], [1.44, 1.56, 2.30], [-0.27, 1.51, 2.76], [-1.57, 3.98, -2.15], [-1.90, 2.25, -2.00], [-3.50, 1.89, -2.74], [-0.81, 1.40, -2.76], [-0.22, 1.91, -3.69], [-0.62, 0.20, -2.28], [-1.93, 2.02, -0.94]]
}

---

Record 3
{
  "formula": "C12H19CrO9",
  "method": "ωB97M-V with the def2-TZVPD basis set",
  "lumo_ha": [-0.07008, -0.03119],
  "multiplicity": 4,
  "s2": 3.81,
  "relative_energy_kcal_mol": 15.2,
  "energy_ha": -2190.27912,
  "elements": ["Cr", "C", "C", "O", "O", "H", "H", "H", "C", "C", "O", "O", "H", "H", "H", "O", "H", "O", "C", "O", "C", "C", "C", "H", "H", "H", "H", "H", "H", "O", "C", "O", "C", "C", "C", "H", "H", "H", "H", "H", "H"],
  "coordinates": [[-22.04, 1.81, -16.84], [-25.18, 3.92, -18.20], [-24.11, 3.19, -17.44], [-22.98, 3.61, -17.09], [-24.16, 1.96, -17.37], [-24.84, 4.05, -19.23], [-25.40, 4.88, -17.74], [-26.19, 3.53, -18.13], [-18.02, 2.01, -15.70], [-19.45, 1.97, -16.24], [-20.24, 1.03, -15.95], [-20.15, 2.94, -16.63], [-17.91, 2.32, -14.66], [-17.41, 2.64, -16.34], [-17.62, 0.99, -15.69], [-21.65, 1.11, -18.59], [-21.18, 1.40, -19.39], [-24.62, 5.66, -21.90], [-23.60, 5.33, -21.36], [-23.02, 4.14, -21.55], [-21.75, 4.01, -20.89], [-21.67, 5.26, -20.09], [-22.69, 6.26, -20.53], [-20.99, 3.99, -21.67], [-21.79, 3.08, -20.33], [-20.71, 5.77, -20.17], [-21.82, 5.25, -19.01], [-22.20, 6.81, -21.34], [-23.03, 6.90, -19.72], [-21.10, -5.63, -17.71], [-21.07, -4.52, -18.18], [-21.04, -3.40, -17.45], [-21.02, -2.22, -18.25], [-21.32, -2.78, -19.65], [-20.94, -4.25, -19.71], [-20.04, -1.75, -18.15], [-21.70, -1.45, -17.88], [-20.96, -2.24, -20.53], [-22.41, -2.76, -19.55], [-19.95, -4.64, -19.92], [-21.61, -4.87, -20.31]]
}

---

Record 4
{
  "formula": "C12H19F2N4Pd",
  "method": "ωB97M-V with the def2-TZVPD basis set",
  "charge": 1,
  "lumo_ha": -0.13880,
  "multiplicity": 1,
  "relative_energy_kcal_mol": 0.0,
  "energy_ha": -1015.02257,
  "elements": ["Pd", "C", "C", "N", "C", "C", "C", "C", "C", "C", "C", "N", "C", "C", "N", "N", "H", "H", "H", "H", "H", "H", "H", "H", "H", "H", "H", "H", "H", "H", "H", "H", "H", "H", "F", "C", "F", "H"],
  "coordinates": [[0.39, -0.82, -1.22], [-1.20, 2.17, -1.66], [-2.28, 1.19, -1.16], [-2.04, 0.79, 0.24], [-2.26, -0.60, 0.64], [-1.07, -1.13, 1.41], [-1.13, -1.52, 2.75], [0.05, -1.83, 3.41], [1.27, -1.61, 2.78], [1.27, -1.16, 1.47], [2.48, -0.58, 0.74], [2.01, 0.68, 0.20], [2.49, 1.37, -1.01], [1.35, 2.30, -1.47], [0.09, 1.57, -1.31], [0.11, -1.11, 0.79], [-1.31, 3.15, -1.19], [-1.29, 2.29, -2.74], [-2.23, 0.30, -1.79], [-3.27, 1.63, -1.29], [-2.50, 1.42, 0.88], [-2.42, -1.22, -0.25], [-3.15, -0.71, 1.26], [-2.08, -1.57, 3.25], [0.03, -2.17, 4.43], [2.21, -1.70, 3.31], [2.79, -1.23, -0.08], [3.32, -0.50, 1.44], [1.82, 1.35, 0.95], [2.68, 0.60, -1.77], [3.41, 1.93, -0.86], [1.50, 2.57, -2.52], [1.36, 3.23, -0.89], [-0.02, 1.38, -0.32], [0.18, -2.43, -3.07], [-0.47, -2.42, -1.87], [-1.78, -2.25, -2.12], [-0.28, -3.34, -1.33]]
}

---

Record 5
{
  "formula": "C12H19KN2O8P",
  "method": "ωB97M-V with the def2-TZVPD basis set",
  "charge": -1,
  "lumo_ha": 0.09108,
  "multiplicity": 1,
  "relative_energy_kcal_mol": 3.3,
  "energy_ha": -2121.48998,
  "elements": ["K", "O", "C", "O", "C", "C", "C", "C", "C", "N", "H", "H", "H", "H", "C", "C", "O", "P", "O", "C", "C", "O", "C", "C", "H", "H", "H", "H", "H", "H", "H", "H", "H", "H", "H", "H", "H", "H", "H", "O", "N", "O", "O"],
  "coordinates": [[-1.24, 0.01, -2.18], [0.58, 4.22, -1.90], [0.37, 3.00, -1.82], [-0.65, 2.39, -1.43], [1.56, 2.11, -2.27], [2.58, 2.72, -3.00], [3.65, 1.95, -3.41], [3.68, 0.60, -3.08], [2.62, 0.09, -2.36], [1.57, 0.81, -1.96], [2.49, 3.77, -3.20], [4.46, 2.39, -3.99], [4.49, -0.05, -3.38], [2.60, -0.97, -2.09], [-3.04, -2.33, 2.86], [-2.97, -0.81, 2.86], [-1.62, -0.35, 2.75], [-1.06, -0.07, 1.22], [0.33, 0.64, 1.62], [0.33, 2.09, 1.60], [0.26, 2.64, 3.00], [-0.49, -1.51, 0.76], [0.60, -2.16, 1.45], [0.48, -3.65, 1.24], [-4.07, -2.66, 3.04], [-2.40, -2.73, 3.65], [-2.71, -2.73, 1.91], [-3.35, -0.41, 3.80], [-3.57, -0.40, 2.04], [-0.48, 2.45, 0.96], [1.26, 2.38, 1.10], [-0.66, 2.31, 3.49], [0.26, 3.73, 2.97], [1.11, 2.31, 3.60], [0.56, -1.90, 2.51], [1.53, -1.77, 1.04], [-0.45, -4.02, 1.68], [1.31, -4.16, 1.72], [0.48, -3.89, 0.18], [-3.11, -1.62, -5.38], [-2.60, -1.52, -4.26], [-1.37, -1.72, -4.10], [-3.29, -1.19, -3.26]]
}

---

Record 6
{
  "formula": "C12H19N3O5P",
  "method": "ωB97M-V with the def2-TZVPD basis set",
  "charge": 1,
  "lumo_ha": -0.16286,
  "multiplicity": 1,
  "energy_ha": -1350.27899,
  "elements": ["N", "C", "C", "C", "C", "N", "N", "P", "O", "H", "H", "H", "H", "H", "H", "H", "O", "C", "O", "C", "C", "C", "H", "H", "H", "H", "H", "H", "O", "C", "O", "C", "C", "C", "H", "H", "H", "H", "H", "H"],
  "coordinates": [[-3.17, 1.05, 1.08], [-1.80, 1.18, 0.95], [-1.11, 2.18, 0.26], [0.25, 2.17, 0.29], [0.91, 1.15, 1.02], [0.25, 0.21, 1.64], [-1.08, 0.25, 1.60], [-1.92, -1.11, 2.39], [-2.78, -1.83, 1.44], [-3.66, 1.92, 0.91], [-3.59, 0.27, 0.58], [-1.65, 2.95, -0.29], [0.81, 2.92, -0.24], [1.99, 1.10, 1.10], [-0.82, -1.80, 2.90], [-2.52, -0.43, 3.45], [2.28, -3.41, 3.79], [1.59, -4.11, 3.12], [0.43, -3.63, 2.57], [-0.27, -4.68, 1.87], [0.79, -5.72, 1.55], [1.76, -5.56, 2.72], [-1.04, -5.08, 2.54], [-0.75, -4.25, 1.00], [0.38, -6.72, 1.44], [1.30, -5.46, 0.62], [1.48, -6.17, 3.58], [2.80, -5.76, 2.48], [-0.61, 4.46, -1.67], [0.09, 4.28, -2.63], [1.31, 3.71, -2.49], [1.98, 3.63, -3.77], [0.87, 3.71, -4.80], [-0.17, 4.58, -4.08], [2.67, 4.47, -3.83], [2.55, 2.70, -3.80], [1.20, 4.11, -5.76], [0.45, 2.72, -4.98], [0.00, 5.65, -4.24], [-1.20, 4.35, -4.33]]
}